{"formula": "C21H37N3O6", "method": "the ωB97M-V functional and the def2-TZVPD basis", "elements": ["O", "O", "O", "O", "O", "O", "N", "N", "N", "C", "C", "C", "C", "C", "C", "C", "C", "C", "C", "C", "C", "C", "C", "C", "C", "C", "C", "C", "C", "C", "H", "H", "H", "H", "H", "H", "H", "H", "H", "H", "H", "H", "H", "H", "H", "H", "H", "H", "H", "H", "H", "H", "H", "H", "H", "H", "H", "H", "H", "H", "H", "H", "H", "H", "H", "H", "H"], "positions_angstrom": [[2.432, 2.789, -0.766], [6.071, -0.262, 0.200], [-6.155, -1.391, 3.063], [-0.755, 2.950, -1.931], [5.073, 0.788, -1.569], [-1.841, -2.343, 3.798], [-2.663, -0.302, 3.294], [-4.594, -2.147, 4.487], [2.704, 0.802, 0.247], [5.894, -0.199, 1.620], [-3.928, -0.649, 2.608], [0.724, 2.017, -3.542], [-2.570, -1.338, -1.018], [-2.709, -0.559, 0.291], [-3.227, 0.843, -0.036], [1.974, 1.687, -0.518], [-1.750, -1.124, 3.814], [4.105, 1.048, 0.623], [0.593, 1.279, -0.970], [-5.489, -2.900, 5.365], [1.124, 0.577, -3.912], [2.646, 1.197, -5.914], [1.413, 0.427, -5.414], [-0.551, -0.467, 4.458], [-3.650, -1.319, 1.246], [5.146, 0.533, -0.375], [3.959, 0.579, -5.431], [-4.979, -1.447, 3.414], [0.150, 2.152, -2.130], [4.459, 0.256, 1.873], [4.052, 0.663, -4.344], [-3.597, -2.238, 4.634], [-6.467, -2.415, 5.413], [2.643, 1.178, -7.009], [-4.251, 0.785, -0.403], [-2.186, -2.337, -0.812], [0.586, 0.230, -1.266], [-3.542, -1.424, -1.505], [3.813, -0.621, 1.980], [-5.069, -2.952, 6.370], [-1.881, -0.825, -1.688], [-3.198, 1.472, 0.852], [-2.607, 1.306, -0.802], [4.806, 1.101, -5.887], [-4.606, -1.462, 0.739], [-1.719, -0.471, 0.739], [2.598, 2.246, -5.609], [6.085, -1.173, 2.084], [-2.472, 0.683, 3.387], [4.293, 2.116, 0.786], [0.004, 0.092, 3.707], [-3.229, -2.309, 1.428], [-0.023, 2.380, -4.254], [-4.429, 0.295, 2.392], [0.299, -0.097, -3.659], [-0.886, 0.204, 5.248], [1.998, 0.268, -3.329], [2.342, -0.144, 0.318], [-5.618, -3.910, 4.976], [-0.100, 1.404, -0.137], [1.543, -0.636, -5.645], [4.376, 0.862, 2.781], [1.599, 2.670, -3.612], [4.013, -0.478, -5.708], [0.087, -1.239, 4.886], [6.601, 0.523, 2.043], [0.537, 0.772, -5.974]], "fmax_ev_per_a": 3.297, "e_above_lowest_kcal_mol": 11.2, "total_energy_ev": -39134.47126, "orbital_gap_ev": 9.49, "e_homo_ev": -9.412, "lumo_ev": 0.082}


{"formula": "C21H37N6P2", "method": "the ωB97M-V functional and the def2-TZVPD basis", "elements": ["P", "P", "N", "N", "N", "N", "N", "N", "C", "C", "C", "C", "C", "C", "C", "C", "C", "C", "C", "C", "C", "C", "C", "C", "C", "C", "C", "C", "C", "H", "H", "H", "H", "H", "H", "H", "H", "H", "H", "H", "H", "H", "H", "H", "H", "H", "H", "H", "H", "H", "H", "H", "H", "H", "H", "H", "H", "H", "H", "H", "H", "H", "H", "H", "H", "H"], "positions_angstrom": [[-1.263, 1.756, 1.095], [0.373, 0.464, 0.167], [1.287, -1.996, -2.915], [-2.023, 2.573, -0.071], [-5.747, -1.056, 1.422], [4.626, 3.119, 0.065], [3.591, -1.310, 2.950], [-2.278, -0.614, -6.360], [-5.507, 1.053, 0.300], [-5.066, -0.217, 0.641], [-6.918, -0.630, 1.892], [4.977, -3.223, 3.352], [1.235, -0.604, -2.368], [-3.397, -0.056, -5.901], [0.041, -1.048, 1.322], [-7.452, 0.617, 1.613], [-6.727, 1.475, 0.799], [-1.853, -1.417, -4.140], [2.435, 2.368, 0.907], [5.713, -1.061, 4.033], [4.525, -0.558, 3.524], [5.942, -2.424, 3.943], [3.941, 2.410, 1.153], [-1.527, -1.277, -5.480], [1.680, -0.484, -0.915], [3.824, -2.618, 2.874], [-3.809, -0.130, -4.580], [-3.018, -0.828, -3.681], [1.747, 1.088, 1.366], [0.198, -0.286, -2.460], [-3.300, -0.904, -2.639], [-7.451, -1.332, 2.526], [1.905, -1.462, -0.500], [2.238, -2.318, -2.749], [-1.200, -1.965, -3.478], [2.497, 0.314, 1.448], [-2.221, 0.907, 1.734], [-4.900, 1.690, -0.331], [0.734, -2.541, -2.256], [4.125, 2.980, 2.064], [2.287, 2.498, -0.168], [-7.108, 2.460, 0.558], [-0.855, -0.960, 1.935], [2.604, 0.093, -0.893], [-0.110, -1.907, 0.670], [3.041, -3.203, 2.403], [6.438, -0.399, 4.487], [6.858, -2.856, 4.328], [-0.616, -1.715, -5.872], [4.222, 2.861, -0.828], [-0.725, -0.021, -0.699], [1.831, 0.034, -3.010], [-0.757, 2.664, 2.068], [4.301, 0.503, 3.574], [5.618, 2.919, 0.051], [-4.725, 0.352, -4.263], [-8.409, 0.908, 2.024], [-3.988, 0.481, -6.636], [5.113, -4.292, 3.262], [0.540, 1.593, -0.747], [4.335, 1.407, 1.309], [-1.963, 3.573, 0.084], [1.979, 3.230, 1.386], [0.883, -1.292, 1.965], [-4.114, -0.585, 0.273], [1.347, 1.195, 2.373]], "fmax_ev_per_a": 1.743, "total_energy_ev": -49892.11304, "charge": -1, "orbital_gap_ev": 5.99, "e_homo_ev": -3.481, "lumo_ev": 2.506}


{"formula": "C21H37O3Si", "method": "the ωB97M-V functional and the def2-TZVPD basis", "elements": ["Si", "O", "O", "O", "C", "C", "C", "C", "C", "C", "C", "C", "C", "C", "C", "C", "C", "C", "C", "C", "C", "C", "C", "C", "C", "H", "H", "H", "H", "H", "H", "H", "H", "H", "H", "H", "H", "H", "H", "H", "H", "H", "H", "H", "H", "H", "H", "H", "H", "H", "H", "H", "H", "H", "H", "H", "H", "H", "H", "H", "H", "H"], "positions_angstrom": [[0.387, -0.505, 1.172], [-2.894, 2.946, 4.298], [-6.998, 1.450, 8.767], [-0.736, -0.296, 2.423], [-6.097, 2.621, 6.811], [-3.034, 1.715, 4.817], [-5.150, 2.597, 5.811], [-5.981, 1.723, 7.909], [-2.933, 0.228, 3.056], [-0.178, 0.573, -0.281], [-1.957, -0.691, 2.759], [0.639, -2.271, 0.572], [-4.085, 1.664, 5.840], [-3.882, 0.907, 7.016], [-8.282, 2.096, 8.585], [1.982, 0.140, 1.942], [-0.485, -0.180, -1.581], [-4.817, 0.935, 8.028], [2.545, 1.401, 1.270], [-1.584, 3.340, 3.833], [-0.187, -3.308, 1.336], [1.830, 0.379, 3.448], [2.116, -2.709, 0.519], [-1.330, 1.526, 0.054], [-4.318, -0.273, 2.928], [-4.774, 0.256, 8.887], [2.701, -0.675, 1.790], [-1.807, 4.196, 3.161], [-6.998, 3.223, 6.707], [1.482, -0.507, 3.997], [2.524, -2.839, 1.537], [-4.513, -0.686, 1.902], [3.495, 1.694, 1.756], [1.844, 2.249, 1.375], [2.192, -3.683, 0.001], [-1.170, 2.139, 0.953], [-2.962, 0.309, 7.118], [-0.737, 0.553, -2.363], [-1.347, -0.864, -1.478], [-8.889, 1.632, 9.363], [2.761, 1.263, 0.197], [-2.190, -1.763, 2.591], [-0.953, 3.686, 4.664], [0.372, -0.764, -1.949], [-5.249, 3.319, 5.010], [-2.694, 1.274, 2.748], [-2.286, 0.986, 0.163], [-1.262, -3.164, 1.166], [0.015, -3.260, 2.419], [0.720, 1.165, -0.445], [-1.452, 2.236, -0.792], [0.269, -2.242, -0.460], [-8.724, 1.905, 7.585], [-1.064, 2.534, 3.280], [-8.216, 3.191, 8.743], [2.760, -1.996, -0.024], [0.071, -4.327, 0.990], [-4.553, -1.082, 3.630], [-2.110, 1.123, 4.929], [1.136, 1.212, 3.643], [-5.007, 0.570, 3.067], [2.808, 0.661, 3.873]], "fmax_ev_per_a": 3.637, "e_above_lowest_kcal_mol": 41.0, "total_energy_ev": -36389.37292, "charge": 1, "orbital_gap_ev": 6.82, "e_homo_ev": -11.421, "lumo_ev": -4.600}


{"formula": "C21H38BeClCsF3N6NaO11S2", "method": "the ωB97M-V functional and the def2-TZVPD basis", "elements": ["Cs", "Cl", "S", "S", "Na", "F", "F", "F", "O", "O", "O", "O", "O", "O", "O", "O", "O", "O", "O", "N", "N", "N", "N", "N", "N", "C", "C", "C", "C", "C", "C", "C", "C", "C", "C", "C", "C", "C", "C", "C", "C", "C", "C", "C", "C", "C", "Be", "H", "H", "H", "H", "H", "H", "H", "H", "H", "H", "H", "H", "H", "H", "H", "H", "H", "H", "H", "H", "H", "H", "H", "H", "H", "H", "H", "H", "H", "H", "H", "H", "H", "H", "H", "H", "H", "H"], "positions_angstrom": [[-6.120, -5.929, -2.323], [-3.445, -3.151, -7.274], [-5.419, -2.463, -1.998], [1.047, 4.206, 6.452], [2.514, 0.926, 3.708], [-6.767, -0.095, -2.313], [-6.218, -1.331, -4.305], [-7.952, -2.021, -2.958], [1.078, 2.744, 6.271], [4.860, -2.842, -2.971], [4.925, -5.062, -2.819], [1.683, 4.861, 5.297], [-0.164, -0.751, 5.377], [2.097, 3.778, 11.814], [3.170, -3.827, -2.045], [1.791, 4.563, 7.681], [-5.175, -1.743, -0.682], [-6.159, -3.816, -1.812], [-0.347, 4.659, 6.571], [1.739, -1.559, -1.264], [-4.017, -2.571, -3.014], [-3.234, -4.691, -1.847], [6.436, 4.139, -3.008], [3.410, 1.388, 0.513], [-2.611, -4.324, -4.171], [0.853, 0.880, 1.243], [2.258, 4.429, 10.692], [4.293, -4.015, -2.591], [-2.974, -1.534, -2.689], [-6.671, -1.370, -2.935], [1.542, -1.172, -2.717], [5.724, 3.609, -1.999], [-0.747, -0.792, -3.893], [0.260, -0.186, -2.768], [0.262, 2.104, 1.950], [-3.323, -3.887, -2.934], [5.749, 4.527, -4.095], [3.663, 3.857, -3.164], [-1.277, -1.608, 5.598], [1.022, 2.482, 3.216], [-1.557, -2.086, -3.299], [4.374, 4.410, -4.221], [-2.484, -1.106, 4.830], [-1.754, -3.108, -4.524], [4.348, 3.446, -2.029], [2.281, 1.163, 0.835], [-5.509, -1.738, -6.412], [-3.274, -0.519, -3.140], [-3.345, -4.403, -4.911], [-3.595, -4.455, -0.895], [-0.897, -2.495, -2.452], [-0.780, 1.898, 2.209], [1.327, -2.136, -3.324], [2.108, 3.848, 9.738], [0.575, 0.855, -3.161], [2.464, -0.654, -3.158], [0.268, 0.642, 0.351], [-0.411, 0.135, 5.683], [0.261, 2.961, 1.269], [-0.711, -3.534, -4.796], [0.834, 0.007, 1.903], [-2.749, -0.093, 5.145], [2.585, 3.747, -3.225], [-2.783, -1.371, -1.573], [-0.203, -1.179, -4.823], [-2.266, -1.060, 3.759], [0.552, 3.339, 3.701], [-1.501, 0.007, -4.243], [1.718, -0.672, -0.726], [0.970, -2.185, -0.976], [1.031, 1.651, 3.930], [-1.485, -1.645, 6.671], [3.253, 4.874, 10.502], [3.825, 3.010, -1.187], [4.104, -2.321, -2.635], [-0.267, -0.132, -1.751], [6.349, 4.949, -4.895], [6.303, 3.307, -1.133], [-2.126, -2.553, -5.456], [-3.346, -1.760, 4.987], [-2.822, -5.645, -1.990], [1.593, 5.293, 10.508], [3.871, 4.741, -5.121], [-1.002, -2.611, 5.265], [2.058, 2.763, 2.996]], "fmax_ev_per_a": 9.034, "total_energy_ev": -101546.52301, "orbital_gap_ev": 1.64, "e_homo_ev": -6.096, "lumo_ev": -4.452}


{"formula": "C21H38BrClF9INNbO11P", "method": "the ωB97M-V functional and the def2-TZVPD basis", "elements": ["I", "Nb", "Br", "Cl", "P", "F", "F", "F", "F", "F", "F", "F", "F", "F", "O", "O", "O", "O", "O", "O", "O", "O", "O", "O", "O", "N", "C", "C", "C", "C", "C", "C", "C", "C", "C", "C", "C", "C", "C", "C", "C", "C", "C", "C", "C", "C", "C", "H", "H", "H", "H", "H", "H", "H", "H", "H", "H", "H", "H", "H", "H", "H", "H", "H", "H", "H", "H", "H", "H", "H", "H", "H", "H", "H", "H", "H", "H", "H", "H", "H", "H", "H", "H", "H", "H"], "positions_angstrom": [[5.068, -1.154, 0.875], [3.628, 0.335, -1.089], [3.847, 2.620, 0.196], [1.062, 1.268, 1.749], [1.487, -0.224, 0.329], [-8.789, 6.109, -5.149], [0.085, -3.840, 0.785], [-1.547, -2.893, 8.484], [-2.524, -0.987, 8.201], [-0.502, -1.064, 8.973], [-7.472, 6.375, -6.840], [-1.605, -4.310, 2.043], [-1.113, -5.598, 0.374], [-8.456, 4.475, -6.532], [-5.540, 5.142, -5.456], [1.500, 2.333, -2.189], [-0.282, -2.528, 6.158], [5.326, 0.617, -2.091], [-0.896, -0.350, 6.215], [-0.720, 2.911, -2.051], [-3.267, 2.029, -2.403], [1.525, -5.634, 2.150], [-0.393, -6.413, 3.062], [-7.111, 4.421, -3.995], [1.827, -1.471, 1.344], [0.911, -1.924, -2.496], [0.328, 2.592, -2.898], [0.337, -5.674, 2.241], [7.070, 2.336, -2.114], [0.787, -6.444, 5.193], [-6.110, 3.855, -3.107], [-2.608, 1.622, -1.214], [2.163, -2.501, -2.009], [-1.331, -0.535, 3.817], [-1.358, -1.631, 8.114], [7.463, 1.758, -0.769], [5.708, 1.869, -2.635], [-1.098, 1.865, -1.180], [-0.775, -1.572, 6.680], [-6.668, 5.011, -5.085], [-7.874, 5.513, -5.916], [-0.597, -4.832, 1.343], [-0.358, -0.102, 4.885], [2.242, 1.201, -2.621], [-5.538, 4.908, -2.189], [0.350, -7.240, 3.984], [3.334, -1.565, -2.262], [-4.994, 5.665, -2.753], [2.080, -2.727, -0.947], [6.762, 2.041, 0.012], [-0.186, 0.969, 4.850], [0.077, 1.706, -3.500], [4.953, 2.634, -2.464], [2.367, -3.462, -2.500], [-6.640, 3.088, -2.550], [0.602, -0.604, 4.784], [1.485, -5.658, 4.912], [7.485, 0.673, -0.800], [-5.328, 3.377, -3.692], [0.131, -2.532, -2.291], [-1.493, -1.613, 3.846], [-0.342, -8.034, 4.256], [5.782, 1.733, -3.717], [-6.333, 5.400, -1.628], [1.199, -7.679, 3.463], [1.564, 0.408, -2.931], [3.271, -1.229, -3.302], [-2.776, 0.557, -1.042], [-2.761, 1.702, -3.149], [-2.297, -0.045, 3.950], [7.066, 3.424, -2.061], [8.448, 2.120, -0.479], [4.269, -2.101, -2.127], [1.010, -1.971, 1.417], [7.827, 2.057, -2.847], [-0.072, -5.982, 5.678], [2.866, 1.449, -3.490], [-3.094, 2.174, -0.414], [-0.803, 2.125, -0.167], [-0.563, 0.947, -1.424], [1.280, -7.103, 5.908], [0.968, -1.810, -3.501], [-4.846, 4.439, -1.493], [-0.930, -0.265, 2.843], [0.449, 3.456, -3.552]], "fmax_ev_per_a": 3.022, "total_energy_ev": -172371.95308, "charge": -1, "orbital_gap_ev": 6.12, "e_homo_ev": -4.383, "lumo_ev": 1.741}


{"formula": "C21H38F10N3O14S5", "method": "the ωB97M-V functional and the def2-TZVPD basis", "elements": ["S", "S", "S", "S", "S", "F", "F", "F", "F", "F", "F", "F", "F", "F", "F", "O", "O", "O", "O", "O", "O", "O", "O", "O", "O", "O", "O", "O", "O", "N", "N", "N", "C", "C", "C", "C", "C", "C", "C", "C", "C", "C", "C", "C", "C", "C", "C", "C", "C", "C", "C", "C", "C", "H", "H", "H", "H", "H", "H", "H", "H", "H", "H", "H", "H", "H", "H", "H", "H", "H", "H", "H", "H", "H", "H", "H", "H", "H", "H", "H", "H", "H", "H", "H", "H", "H", "H", "H", "H", "H", "H"], "positions_angstrom": [[-1.606, 3.334, -2.332], [5.278, 4.081, 0.205], [-12.569, 1.434, -1.147], [5.829, -7.633, 0.682], [3.275, -1.726, -0.932], [-6.861, 2.544, -0.453], [-2.749, 1.251, -3.242], [-2.596, 1.199, -1.081], [-5.288, 1.547, 0.665], [-5.090, 1.369, -2.052], [-4.623, 3.187, -3.121], [-0.079, 4.965, 2.137], [-5.057, 4.520, -1.108], [-5.896, 3.543, 1.186], [-3.512, 3.457, -0.021], [5.947, 4.366, 1.610], [-11.404, 2.387, -0.620], [-2.291, 4.570, -2.458], [2.762, -2.308, -2.133], [-12.810, 1.709, -2.528], [6.276, 4.053, -0.813], [4.951, -6.930, 1.572], [-12.285, 0.099, -0.718], [-0.606, 2.960, -3.256], [2.373, -1.088, -0.016], [5.306, -8.286, -0.476], [4.359, 2.984, 0.347], [6.700, -8.653, 1.525], [4.139, -2.791, -0.142], [-0.846, 3.393, -0.790], [-0.220, 4.143, 1.105], [0.321, 1.165, -0.706], [4.376, 5.588, 0.077], [5.370, -10.732, 1.578], [1.158, 2.188, 2.039], [-13.873, 2.112, -0.182], [-4.337, 2.476, -2.035], [4.584, -0.623, -1.336], [0.576, 1.315, 2.840], [-4.641, 3.308, -0.750], [2.809, -4.874, -0.210], [-0.915, 4.451, 0.026], [-10.052, 2.020, -0.951], [-2.865, 1.970, -2.136], [7.142, -6.568, 0.195], [-0.049, 2.379, -0.183], [6.008, -9.606, 2.366], [0.333, 2.878, 1.042], [7.958, 2.933, 1.664], [-5.722, 2.697, 0.177], [-9.709, 2.301, -2.402], [6.618, 3.271, 2.284], [3.442, -3.795, 0.640], [-9.935, 3.337, -2.655], [7.845, 2.531, 0.659], [1.998, -4.483, -0.824], [-1.427, 5.377, -0.160], [-9.425, 2.622, -0.297], [-0.382, 0.444, -0.653], [6.714, -5.826, -0.477], [7.556, -6.090, 1.078], [3.903, 5.591, -0.903], [-9.883, 0.972, -0.697], [6.751, 3.615, 3.307], [4.559, -10.370, 0.948], [8.583, 3.823, 1.595], [6.774, -9.997, 3.032], [7.893, -7.156, -0.325], [8.468, 2.188, 2.274], [2.708, -3.305, 1.281], [4.983, -0.194, -0.421], [-13.944, 3.176, -0.390], [1.144, 0.779, 3.580], [-8.649, 2.114, -2.578], [3.630, 5.624, 0.866], [3.546, -5.314, -0.881], [5.276, -9.079, 2.981], [5.346, -1.173, -1.880], [5.956, 2.404, 2.311], [5.072, 6.418, 0.159], [2.222, 2.359, 2.063], [0.748, 1.216, -1.621], [-13.669, 1.928, 0.868], [4.203, -4.229, 1.285], [-10.281, 1.666, -3.076], [2.406, -5.657, 0.429], [-14.786, 1.607, -0.488], [4.164, 0.157, -1.966], [4.964, -11.476, 2.262], [-0.472, 1.074, 2.757], [6.104, -11.209, 0.929]], "fmax_ev_per_a": 1.266, "total_energy_ev": -136867.39346, "charge": 1, "orbital_gap_ev": 8.48, "e_homo_ev": -12.130, "lumo_ev": -3.650}